(1)
Formula: C2H7NO
Source: OMol25
Level of theory: the ωB97M-V functional and the def2-TZVPD basis

Output
structure (SMILES): C=NC.O
calculated total energy: -5722.997 eV
ΔE to the lowest compared entry with this formula, charge and spin: 51.7 kcal/mol
HOMO: -9.35 eV
orbital gap: 10.21 eV

```
11
C2H7NO | OMol25 | the ωB97M-V functional and the def2-TZVPD basis
C 0.919 -0.958 1.394
N 0.633 0.195 0.896
C -0.634 0.744 0.979
H 1.718 -1.453 0.968
H 0.165 -1.543 1.947
H -0.853 0.754 2.048
H -0.399 1.722 0.760
H -1.251 0.239 0.308
O -0.456 -0.072 -2.672
H -1.193 0.263 -3.294
H -0.678 0.515 -1.865
```

Results of the natural (NBO) charge analysis, in e, for atoms 1 through 2: -0.067, -0.379

(2)
Formula: C35H37ClNiO4P2
Source: OMol25
Level of theory: the ωB97M-V functional and the def2-TZVPD basis

Output
calculated total energy: -117211.728 eV
multiplicity: 3
HOMO (spin up / spin down): -7.92 / -7.92 eV
orbital gap (spin up / spin down): 7.01 / 3.94 eV

```
80
C35H37ClNiO4P2 | OMol25 | the ωB97M-V functional and the def2-TZVPD basis
Ni 1.640 1.704 -2.621
C 0.281 0.536 1.520
C 0.899 1.575 0.936
C 2.361 1.856 1.061
C 3.306 1.374 -0.047
C 2.852 0.146 -0.741
C 2.524 -0.962 -0.048
C 2.332 -1.087 1.421
C 0.945 -0.695 2.020
C 0.129 0.422 -1.809
H -0.815 0.480 1.525
H 0.351 2.096 0.140
H 2.655 1.465 2.044
H 2.436 2.942 1.169
H 3.504 2.190 -0.749
H 4.256 1.172 0.457
H 2.973 0.082 -1.839
H 2.358 -1.884 -0.596
H 3.090 -0.516 1.979
H 2.436 -2.154 1.703
H 0.174 -1.519 1.794
H 0.999 -0.678 3.138
H -0.290 0.378 -0.784
H 0.414 -0.612 -2.051
H -0.661 0.766 -2.537
P 3.435 7.226 -4.719
P 4.795 5.094 -6.565
C 5.176 6.854 -4.485
C 5.779 6.008 -5.368
C 3.415 9.050 -4.731
C 4.455 9.815 -4.183
C 4.376 11.213 -4.134
C 3.270 11.883 -4.687
C 2.268 11.125 -5.296
C 2.339 9.732 -5.323
C 2.761 6.711 -3.072
C 2.715 5.329 -2.823
C 2.308 4.877 -1.580
C 1.892 5.789 -0.609
C 1.935 7.161 -0.860
C 2.368 7.636 -2.096
C 5.890 5.364 -8.046
C 5.947 6.660 -8.591
C 6.820 6.947 -9.643
C 7.643 5.962 -10.194
C 7.552 4.671 -9.678
C 6.677 4.364 -8.632
C 5.147 3.341 -6.141
C 4.347 2.345 -6.719
C 4.639 1.007 -6.491
C 5.706 0.650 -5.666
C 6.476 1.642 -5.061
C 6.192 2.991 -5.269
H 5.690 7.284 -3.617
H 6.864 5.850 -5.398
H 5.347 9.339 -3.773
H 5.184 11.790 -3.668
H 3.208 12.978 -4.636
H 1.425 11.643 -5.754
H 1.551 9.160 -5.793
H 3.013 4.644 -3.620
H 2.281 3.810 -1.367
H 1.510 5.437 0.341
H 1.617 7.873 -0.104
H 2.405 8.710 -2.294
H 5.327 7.449 -8.154
H 6.882 7.956 -10.042
H 8.327 6.184 -11.016
H 8.175 3.883 -10.083
H 6.623 3.350 -8.238
H 3.517 2.631 -7.363
H 4.054 0.241 -6.980
H 5.960 -0.396 -5.520
H 7.327 1.379 -4.432
H 6.794 3.751 -4.769
O -0.844 -2.608 1.965
Cl -2.299 -2.174 1.966
O -3.022 -3.198 1.265
O -2.730 -2.043 3.335
O -2.383 -0.897 1.263
```

Results of the Löwdin charge analysis, in e, for atoms 1 through 2: 0.460, 0.005

(3)
Formula: C40H61CaCl3N8PSi
Source: OMol25
Level of theory: the ωB97M-V functional and the def2-TZVPD basis

Output
calculated total energy: -127571.859 eV
total charge: -1
HOMO: -3.58 eV
orbital gap: 5.87 eV

```
115
C40H61CaCl3N8PSi | OMol25 | the ωB97M-V functional and the def2-TZVPD basis
Ca 1.872 0.717 1.296
C 3.602 -1.595 3.078
C 2.063 -1.705 3.263
N 1.378 -1.457 2.018
C 1.459 -2.525 1.046
C 1.531 -1.928 -0.365
N 2.473 -0.831 -0.430
C 3.874 -1.179 -0.565
C 4.539 -1.527 0.788
N 3.945 -0.812 1.905
H 4.010 -1.133 3.982
H 4.033 -2.604 3.008
H 1.817 -2.694 3.690
H 1.742 -0.932 3.958
H 0.413 -1.193 2.214
H 2.354 -3.116 1.244
H 0.601 -3.212 1.109
H 1.764 -2.728 -1.089
H 0.552 -1.505 -0.611
H 2.210 -0.253 -1.220
H 4.017 -2.033 -1.247
H 4.385 -0.319 -0.995
H 4.449 -2.606 0.955
H 5.612 -1.307 0.697
H 4.510 -0.008 2.147
C -2.115 -0.239 2.989
N -0.744 0.201 3.085
C -0.478 1.072 3.988
C 0.797 1.640 4.224
C 1.149 2.435 5.329
C 2.499 2.712 5.199
C 2.906 2.097 4.014
N 1.895 1.454 3.422
C -2.546 -1.220 4.055
C -1.621 -1.931 4.810
C -2.039 -2.819 5.787
C -3.388 -3.009 6.027
C -4.318 -2.318 5.269
C -3.901 -1.434 4.292
H -2.230 -0.713 2.006
H -2.801 0.622 3.025
H -1.268 1.424 4.671
H 0.490 2.746 6.119
H 3.115 3.282 5.870
H 3.895 2.103 3.583
H -0.568 -1.772 4.633
H -1.306 -3.368 6.360
H -3.712 -3.687 6.804
H -5.376 -2.468 5.436
H -4.635 -0.898 3.707
C -4.416 0.276 -1.623
C -3.432 0.245 -0.459
C -3.029 1.666 -0.072
P -1.824 -0.733 -0.811
C -2.346 -2.505 -0.257
C -1.536 -3.578 -0.989
C -3.825 -2.890 -0.251
C -1.823 -0.849 -2.624
C -2.570 -1.722 -3.397
C -2.430 -1.794 -4.774
C -3.230 -2.771 -5.590
C -1.538 -0.911 -5.389
C -0.821 -0.004 -4.659
C -0.905 0.052 -3.240
N -0.246 0.918 -2.479
C 0.692 1.760 -3.039
C 1.884 1.303 -3.647
C 2.192 -0.163 -3.803
C 2.801 2.206 -4.158
C 2.623 3.578 -4.062
C 3.674 4.524 -4.564
C 1.445 4.025 -3.487
C 0.483 3.154 -3.009
C -0.842 3.708 -2.563
H -5.241 0.958 -1.404
H -4.831 -0.710 -1.817
H -3.916 0.621 -2.527
H -3.918 -0.210 0.413
H -2.456 2.119 -0.876
H -2.428 1.662 0.835
H -3.914 2.282 0.098
H -2.025 -2.522 0.797
H -1.639 -3.485 -2.065
H -1.872 -4.574 -0.694
H -0.478 -3.507 -0.759
H -4.258 -2.888 -1.246
H -4.408 -2.223 0.379
H -3.933 -3.898 0.155
H -3.290 -2.382 -2.931
H -3.765 -3.465 -4.942
H -2.584 -3.355 -6.252
H -3.966 -2.253 -6.212
H -1.414 -0.944 -6.467
H -0.162 0.695 -5.156
H 1.452 -0.777 -3.296
H 3.187 -0.384 -3.412
H 2.184 -0.440 -4.860
H 3.687 1.827 -4.654
H 4.568 4.456 -3.942
H 3.322 5.553 -4.538
H 3.965 4.281 -5.586
H 1.254 5.090 -3.446
H -1.169 4.488 -3.251
H -0.796 4.145 -1.564
H -1.578 2.908 -2.568
Cl 5.433 2.496 1.398
Si 3.721 2.453 0.098
Cl 4.839 2.238 -1.693
Cl 3.245 4.516 -0.006
N -0.534 3.171 1.683
N 0.211 2.523 0.641
H -0.779 4.131 1.430
H 0.055 3.204 2.514
H 0.786 3.184 0.115
H -0.441 2.096 -0.019
```

Results of the Löwdin charge analysis, in e, for atoms 1 through 2: 1.090, -0.186

> Among the records above, which one has the lowest calculated total energy?

C40H61CaCl3N8PSi